# C30H55MgN5O6P2S3

C30H55MgN5O6P2S3 as an isolated structure (ωB97M-V/def2-TZVPD, OMol25).

CARTESIAN COORDINATES (ANGSTROEM)
Mg1 -0.1344 -0.6605 -0.8247
S1 -1.0144 -0.8706 -3.3880
C1 -0.0432 0.3067 -4.1100
N1 0.0754 1.5811 -3.6975
C2 0.8002 2.4145 -4.6634
C3 1.4015 1.3595 -5.6191
N2 0.7322 0.1318 -5.1786
H1 -0.5715 1.9475 -3.0136
H2 1.5661 3.0118 -4.1748
H3 0.1178 3.0845 -5.1838
H4 2.4810 1.2731 -5.5124
H5 1.1746 1.5754 -6.6591
H6 0.7914 -0.7545 -5.6500
O1 0.7126 -0.4598 0.9576
S2 2.2161 -0.5245 1.2545
C4 2.6667 0.9741 2.1915
C5 1.5986 1.6522 2.9994
C6 1.0563 2.8476 2.5428
C7 0.1741 3.5714 3.3324
C8 -0.2010 3.0888 4.5782
C9 0.3131 1.8794 5.0319
C10 1.2142 1.1711 4.2498
C11 2.3805 -1.7756 2.5423
C12 3.7767 -1.8045 3.1002
C13 3.9955 -1.6265 4.4617
C14 5.2877 -1.6384 4.9716
C15 6.3695 -1.8176 4.1210
C16 6.1576 -1.9999 2.7599
C17 4.8671 -1.9969 2.2522
H7 3.0521 1.6463 1.4239
H8 3.5092 0.6621 2.8123
H9 1.3714 3.2459 1.5839
H10 -0.1998 4.5273 2.9842
H11 -0.8736 3.6611 5.2057
H12 0.0375 1.5044 6.0097
H13 1.6641 0.2665 4.6434
H14 2.1375 -2.7066 2.0316
H15 1.6124 -1.5692 3.2885
H16 3.1541 -1.4909 5.1330
H17 5.4480 -1.5105 6.0347
H18 7.3765 -1.8233 4.5182
H19 6.9998 -2.1541 2.0964
H20 4.7021 -2.1588 1.1906
O2 -1.2362 -2.1875 -0.4156
S3 -2.6050 -2.4364 0.2262
C18 -3.8179 -2.2138 -1.1069
C19 -4.5957 -3.5222 -1.2183
C20 -3.5561 -4.6229 -1.0188
C21 -2.8040 -4.2334 0.2503
H21 -3.2010 -2.0287 -1.9889
H22 -4.4142 -1.3281 -0.8902
H23 -5.0956 -3.5896 -2.1838
H24 -5.3628 -3.5823 -0.4430
H25 -2.8720 -4.6514 -1.8696
H26 -4.0064 -5.6090 -0.9163
H27 -1.8060 -4.6557 0.3540
H28 -3.3801 -4.4559 1.1507
C22 4.3305 -3.1539 -2.4591
O3 3.0803 -2.6081 -2.9292
P1 1.7092 -2.4124 -2.1293
O4 1.8039 -0.7563 -1.7671
C23 2.9894 0.0295 -2.0075
O5 2.0738 -2.9578 -0.6265
C24 1.5020 -4.2227 -0.2341
H29 4.4940 -4.1086 -2.9505
H30 4.3168 -3.2881 -1.3805
H31 5.1243 -2.4631 -2.7329
H32 3.4119 -0.2321 -2.9724
H33 3.7233 -0.1430 -1.2220
H34 2.6823 1.0726 -2.0065
H35 2.3100 -4.8927 0.0496
H36 0.9343 -4.6712 -1.0519
H37 0.8361 -4.0568 0.6109
C25 -2.4784 0.7677 2.0374
N3 -2.5403 1.9689 1.1966
C26 -3.2471 3.0975 1.7997
P2 -2.3568 1.8402 -0.4201
O6 -1.2412 0.8843 -0.7435
N4 -3.7671 1.3305 -1.0923
C27 -3.8677 1.3105 -2.5579
C28 -5.0563 1.4732 -0.4166
N5 -1.9850 3.3082 -1.0692
C29 -0.6628 3.8758 -0.7893
C30 -3.0083 4.3160 -1.3620
H38 -2.0450 1.0357 3.0006
H39 -1.8322 0.0201 1.5835
H40 -3.4715 0.3373 2.2079
H41 -2.8547 3.2546 2.8027
H42 -4.3242 2.9300 1.8838
H43 -3.0811 4.0086 1.2276
H44 -2.8999 1.0871 -3.0041
H45 -4.2455 2.2590 -2.9504
H46 -4.5608 0.5229 -2.8585
H47 -4.9472 1.3482 0.6565
H48 -5.7276 0.6922 -0.7771
H49 -5.5375 2.4360 -0.6179
H50 0.0476 3.0814 -0.5679
H51 -0.6952 4.5642 0.0611
H52 -0.3098 4.4369 -1.6581
H53 -4.0064 3.8954 -1.2740
H54 -2.8873 4.6984 -2.3763
H55 -2.9329 5.1592 -0.6713

LUMO ... -3.770 eV
Frontier orbital gap ... 9.315 eV
Total charge ... +2
Maximum force ... 0.7 eV/Å
HOMO level ... -0.481 Eh
Energy relative to the best compared isomer or geometry (same formula, charge and spin) ... 0.0 kcal per mole

Atomic partial charges in e from the Löwdin method, atoms 1 to 99: Mg 0.37; S 0.70; C -0.81; N 0.04; C -0.11; C -0.10; N 0.05; H 0.10; H 0.12; H 0.12; H 0.12; H 0.12; H 0.15; O -0.53; S 1.02; C -0.23; C -0.26; C -0.04; C -0.08; C -0.08; C -0.06; C -0.03; C -0.25; C -0.30; C -0.04; C -0.05; C -0.06; C -0.06; C -0.05; H 0.10; H 0.10; H 0.11; H 0.11; H 0.11; H 0.11; H 0.10; H 0.08; H 0.10; H 0.11; H 0.12; H 0.11; H 0.11; H 0.10; O -0.60; S 1.04; C -0.29; C -0.21; C -0.21; C -0.29; H 0.07; H 0.07; H 0.13; H 0.12; H 0.12; H 0.13; H 0.09; H 0.10; C -0.06; O -0.34; P 0.88; O -0.48; C -0.08; O -0.40; C -0.11; H 0.10; H 0.07; H 0.09; H 0.09; H 0.08; H 0.09; H 0.10; H 0.08; H 0.07; C -0.07; N -0.27; C -0.07; P 0.54; O -0.33; N -0.28; C -0.09; C -0.09; N -0.29; C -0.09; C -0.09; H 0.09; H 0.04; H 0.09; H 0.08; H 0.08; H 0.07; H 0.03; H 0.09; H 0.09; H 0.06; H 0.09; H 0.09; H 0.07; H 0.09; H 0.09